1.
Below is a cluster of 6 separate species, C41H80BClN2O24P in total, with properties calculated with the ωB97M-V functional and the def2-TZVPD basis.

```
150
Properties=species:S:1:pos:R:3:mulliken_charge:R:1
C 1.475 1.471 6.162 -0.82
C -0.137 1.709 6.202 -0.60
C -0.600 1.690 4.628 0.12
C -0.556 3.149 3.947 -0.53
C -0.977 2.959 2.386 -0.74
C 0.086 2.028 1.572 0.73
C 0.165 2.574 0.058 -1.71
C -0.175 1.422 -1.060 0.07
N -1.648 1.196 -0.938 0.14
C 0.086 2.137 -2.475 -0.29
C -1.130 3.058 -3.001 0.42
O -1.577 2.875 -4.167 -0.65
O -1.786 4.069 -2.230 -0.30
C -3.201 4.024 -2.535 0.70
C -4.218 2.969 -1.921 -0.63
O -3.623 4.865 -3.373 -0.56
O 0.667 0.332 -0.724 -0.05
C 0.579 -0.826 -1.595 -1.22
C 1.966 -0.799 -2.430 -0.91
C 3.284 -0.855 -1.500 0.06
O 3.964 0.429 -1.389 -0.49
C 4.106 0.836 -0.012 0.45
C 5.467 0.367 0.690 -1.13
C 0.189 -2.216 -0.908 1.27
C -0.008 -1.918 0.696 -2.62
C 1.287 -1.695 1.557 0.65
C 0.992 -1.955 3.144 -0.81
Cl -0.740 -1.634 3.636 -0.19
N -1.138 -2.797 -1.307 0.29
B -1.196 -3.320 -2.695 1.25
O -1.966 -4.539 -2.972 -0.84
O -0.580 -2.701 -3.859 -0.61
C -2.289 -1.898 -1.178 0.10
O -3.010 -1.698 -0.150 -0.69
O -2.689 -1.253 -2.357 -0.73
P 1.410 -3.635 -0.951 -0.36
C 2.223 -4.111 -2.545 0.21
C 2.076 -5.732 -2.748 -1.04
C 0.980 -5.063 0.204 -0.47
C -0.506 -5.651 0.058 -0.67
H 2.030 2.032 6.983 0.31
H 1.634 0.343 6.168 0.21
H 1.839 1.862 5.146 0.19
H -0.605 0.767 6.672 0.26
H -0.437 2.666 6.741 0.32
H -1.625 1.181 4.488 0.43
H 0.160 0.986 4.118 -0.45
H -1.313 3.859 4.440 0.29
H 0.498 3.596 4.055 0.21
H -0.966 4.030 1.951 0.32
H -2.033 2.516 2.273 0.20
H 1.106 2.262 2.063 0.32
H -0.139 0.917 1.667 -0.44
H -0.473 3.507 -0.080 0.56
H 1.257 2.898 -0.154 0.26
H -1.751 0.565 -0.113 0.27
H -2.032 2.095 -0.580 0.12
H 1.026 2.793 -2.481 0.43
H 0.211 1.339 -3.300 0.17
H -5.314 3.232 -2.061 0.24
H -4.048 2.849 -0.785 0.18
H -4.065 1.908 -2.353 0.29
H -0.228 -0.569 -2.386 0.98
H 2.006 0.259 -2.900 0.41
H 1.987 -1.507 -3.319 -0.08
H 4.024 -1.550 -2.056 0.13
H 3.096 -1.358 -0.491 0.00
H 3.241 0.534 0.666 -0.24
H 4.122 1.992 -0.011 0.34
H 5.627 1.070 1.593 0.35
H 5.406 -0.693 1.140 0.23
H 6.388 0.509 0.024 0.24
H -0.735 -1.065 0.899 0.71
H -0.540 -2.870 1.085 0.87
H 1.571 -0.574 1.504 -0.71
H 2.228 -2.277 1.326 0.60
H 1.189 -3.085 3.293 0.43
H 1.779 -1.423 3.775 0.41
H -2.535 -4.278 -3.737 0.26
H -0.565 -3.326 -4.611 0.24
H 1.814 -3.658 -3.515 -0.03
H 3.355 -3.914 -2.482 0.35
H 0.962 -5.958 -2.551 0.20
H 2.273 -5.912 -3.863 0.38
H 2.756 -6.325 -2.057 0.29
H 1.148 -4.755 1.291 0.22
H 1.703 -5.944 0.016 0.48
H -0.797 -5.883 -1.027 0.03
H -0.698 -6.600 0.670 0.24
H -1.281 -4.878 0.423 0.26
C 0.142 -0.092 -7.656 -0.55
O 0.731 -0.914 -8.667 -0.32
C 1.524 -1.886 -8.190 0.78
O 1.759 -2.101 -7.027 -0.51
O 2.009 -2.579 -9.235 -0.35
C 2.875 -3.652 -8.872 -0.60
H -0.475 0.657 -8.154 0.25
H -0.497 -0.686 -7.000 0.25
H 0.913 0.424 -7.081 0.27
H 2.343 -4.387 -8.263 0.28
H 3.754 -3.277 -8.344 0.28
H 3.205 -4.139 -9.791 0.21
C -2.800 -9.073 -0.461 -0.46
O -2.752 -10.216 0.394 -0.32
C -1.511 -10.585 0.749 0.78
O -0.486 -10.047 0.412 -0.53
O -1.611 -11.663 1.547 -0.33
C -0.358 -12.169 2.004 -0.62
H -3.848 -8.866 -0.683 0.27
H -2.374 -8.200 0.036 0.15
H -2.282 -9.273 -1.402 0.28
H 0.166 -11.418 2.600 0.29
H 0.258 -12.492 1.161 0.29
H -0.559 -13.034 2.637 0.22
C -6.165 5.852 -2.235 -0.45
O -6.934 6.410 -1.166 -0.35
C -6.477 7.589 -0.716 0.74
O -5.514 8.183 -1.132 -0.54
O -7.282 7.991 0.291 -0.32
C -6.912 9.239 0.874 -0.63
H -6.623 4.904 -2.518 0.32
H -6.173 6.513 -3.104 0.31
H -5.144 5.657 -1.909 0.04
H -6.961 10.040 0.134 0.30
H -5.913 9.177 1.312 0.30
H -7.623 9.462 1.671 0.22
C -6.168 4.870 3.678 -0.63
O -5.311 4.069 4.483 -0.23
C -5.494 4.203 5.808 0.71
O -6.305 4.919 6.344 -0.55
O -4.613 3.401 6.430 -0.23
C -4.689 3.438 7.850 -0.69
H -5.924 4.675 2.634 0.19
H -7.214 4.603 3.843 0.31
H -6.003 5.931 3.879 0.29
H -5.669 3.102 8.196 0.31
H -4.472 4.441 8.223 0.32
H -3.934 2.755 8.242 0.20
C 10.084 3.431 3.574 -0.64
O 8.996 3.375 2.656 -0.29
C 9.326 3.686 1.391 0.76
O 10.425 3.995 1.001 -0.54
O 8.218 3.593 0.638 -0.24
C 8.419 3.899 -0.741 -0.69
H 9.703 3.162 4.560 0.22
H 10.861 2.715 3.297 0.29
H 10.493 4.443 3.626 0.29
H 9.129 3.201 -1.191 0.31
H 8.761 4.929 -0.861 0.32
H 7.460 3.791 -1.249 0.21
```

- HOMO energy: -4.5 eV
- HOMO-LUMO gap: 6.5 eV
- 2S+1: 1
- Net charge: -1

2.
Below is a cluster of 12 separate species, C41H84Cl24F2N6O5PSSi in total, with properties calculated with the ωB97M-V functional and the def2-TZVPD basis.

```
165
Properties=species:S:1:pos:R:3:mulliken_charge:R:1
C -0.357 0.782 2.479 -0.95
C 0.114 0.688 1.242 0.39
C -0.123 -0.487 0.299 1.62
P -2.002 -0.931 0.472 -0.38
N -2.127 -1.801 1.947 -0.32
O -2.849 0.466 0.674 -0.64
N 0.464 -1.752 0.840 0.87
C 1.886 -1.613 1.363 0.35
C 1.982 -1.557 2.900 -1.58
O 2.823 -2.603 3.387 -0.31
Si 2.592 -2.999 5.017 0.44
C 1.626 -4.590 5.303 -0.80
C 1.764 -1.654 6.031 -1.11
C 4.302 -3.296 5.758 -0.95
C 0.670 -2.605 -0.266 -1.92
N 0.627 -3.959 -0.175 0.62
C 0.957 -4.737 -1.418 0.23
Cl 2.658 -4.364 -1.861 -0.15
C 0.833 -6.267 -1.453 -0.37
C 2.008 -7.086 -0.896 -1.21
Cl -0.766 -6.890 -0.969 -0.13
S 0.185 -4.671 1.301 0.83
O 0.759 -5.947 1.415 -0.54
O 0.371 -3.825 2.401 -0.24
F -1.322 -4.829 1.069 -0.21
N 0.942 -1.818 -1.305 0.92
N 0.813 -2.134 -2.672 -0.77
C 0.426 -0.419 -1.160 1.64
C 1.487 0.645 -1.522 -1.80
C 2.961 0.169 -1.556 -0.08
C 3.766 1.101 -2.466 -0.70
F 4.119 2.267 -1.814 -0.23
C -0.741 -0.082 -2.123 -2.35
C -1.384 1.294 -1.868 -0.30
O -0.794 2.290 -2.717 -0.30
C -2.860 1.210 -2.274 -0.83
N -3.051 0.876 -3.687 -0.08
H -0.645 1.787 2.797 -0.70
H -0.521 -0.068 3.129 0.26
H 0.725 1.533 0.945 0.20
H -2.975 -2.353 1.857 0.34
H -2.278 -1.184 2.745 0.28
H -2.932 0.632 1.627 0.38
H 2.448 -2.494 1.051 0.80
H 2.369 -0.727 0.956 -0.35
H 0.980 -1.744 3.285 0.36
H 2.313 -0.573 3.237 0.67
H 0.552 -4.436 5.180 0.37
H 1.796 -5.014 6.290 0.38
H 1.905 -5.290 4.517 0.04
H 1.349 -2.080 6.947 0.48
H 2.505 -0.917 6.347 0.36
H 0.940 -1.146 5.535 0.17
H 4.245 -3.169 6.837 0.35
H 4.578 -4.327 5.538 0.19
H 5.072 -2.671 5.308 0.27
H 0.290 -4.377 -2.180 0.32
H 0.866 -6.493 -2.516 0.58
H 1.698 -8.107 -0.705 0.45
H 2.787 -7.140 -1.654 0.38
H 2.462 -6.633 -0.021 0.16
H 1.652 -2.465 -3.117 0.20
H -0.021 -2.630 -2.938 0.22
H 1.457 1.501 -0.852 -0.09
H 1.277 1.062 -2.500 0.66
H 3.107 -0.826 -1.969 0.23
H 3.413 0.298 -0.574 0.13
H 4.683 0.568 -2.730 0.38
H 3.250 1.283 -3.410 0.23
H -0.380 -0.018 -3.147 0.91
H -1.489 -0.873 -2.148 0.96
H -1.288 1.644 -0.840 0.84
H -0.451 2.999 -2.160 0.36
H -3.275 2.206 -2.097 0.07
H -3.394 0.464 -1.695 0.39
H -2.209 0.967 -4.243 -0.10
H -3.377 -0.085 -3.732 0.06
Cl 2.409 3.904 2.807 -0.15
C 1.549 4.914 4.001 -0.63
C 0.335 4.226 4.564 0.04
Cl -0.946 4.031 3.337 -0.18
H 1.285 5.849 3.514 0.34
H 2.255 5.129 4.800 0.36
H -0.085 4.824 5.370 0.43
H 0.559 3.243 4.962 -0.16
Cl 1.108 3.378 8.899 -0.18
C -0.333 2.333 8.974 -0.47
C -0.204 1.132 8.073 -0.58
Cl -0.229 1.596 6.349 -0.10
H -1.199 2.935 8.715 0.31
H -0.437 2.005 10.006 0.36
H -1.042 0.456 8.235 0.35
H 0.717 0.587 8.259 0.27
Cl -6.259 0.660 -2.326 -0.04
C -6.848 -1.004 -2.566 -0.69
C -5.765 -2.012 -2.293 -0.17
Cl -4.467 -1.943 -3.523 -0.25
H -7.230 -1.088 -3.578 0.32
H -7.675 -1.156 -1.876 0.32
H -6.174 -3.021 -2.321 0.42
H -5.312 -1.852 -1.317 0.11
Cl -2.905 5.642 -4.556 -0.22
C -3.799 4.134 -4.917 0.41
C -5.262 4.242 -4.569 -0.62
Cl -5.550 4.328 -2.811 -0.19
H -3.321 3.315 -4.382 -0.47
H -3.688 3.956 -5.986 0.34
H -5.789 3.359 -4.928 0.35
H -5.711 5.122 -5.024 0.43
Cl 7.202 -5.055 0.400 -0.18
C 5.873 -6.239 0.410 0.42
C 6.080 -7.344 -0.587 -0.48
Cl 5.948 -6.760 -2.261 -0.19
H 4.945 -5.702 0.224 -0.17
H 5.829 -6.659 1.412 -0.12
H 5.311 -8.105 -0.455 0.27
H 7.052 -7.816 -0.469 0.43
Cl -4.405 7.743 -2.352 -0.08
C -5.274 8.694 -1.124 -0.55
C -6.436 7.932 -0.539 -0.41
Cl -7.745 7.688 -1.723 -0.18
H -5.598 9.624 -1.583 0.33
H -4.557 8.930 -0.338 0.28
H -6.861 8.493 0.293 0.33
H -6.127 6.955 -0.174 0.28
Cl 6.601 5.086 1.722 -0.20
C 5.197 4.548 0.766 -0.26
C 5.405 4.715 -0.714 -0.08
Cl 5.447 6.430 -1.194 -0.21
H 4.328 5.104 1.105 0.30
H 5.044 3.494 0.996 0.17
H 4.576 4.258 -1.250 -0.02
H 6.328 4.248 -1.049 0.38
Cl -0.882 4.466 -7.328 -0.18
C 0.059 3.954 -5.911 0.19
C 0.664 2.589 -6.086 0.24
Cl -0.578 1.310 -6.121 -0.20
H -0.598 3.989 -5.045 -0.04
H 0.854 4.685 -5.777 -0.09
H 1.325 2.375 -5.247 -0.35
H 1.240 2.515 -7.006 0.48
Cl -10.951 -0.714 -2.018 -0.18
C -11.374 -1.816 -3.353 -0.47
C -10.820 -3.200 -3.137 -0.48
Cl -9.039 -3.223 -3.250 -0.16
H -11.007 -1.379 -4.278 0.32
H -12.460 -1.860 -3.400 0.34
H -11.197 -3.874 -3.903 0.32
H -11.099 -3.595 -2.164 0.32
Cl 5.423 -7.712 6.333 -0.18
C 4.022 -8.238 5.369 -0.46
C 4.218 -7.975 3.899 -0.56
Cl 4.219 -6.228 3.532 -0.13
H 3.140 -7.728 5.750 0.23
H 3.902 -9.308 5.537 0.39
H 3.401 -8.420 3.332 0.31
H 5.154 -8.396 3.538 0.41
Cl 2.836 9.507 -6.171 -0.18
C 3.805 9.014 -4.760 -0.42
C 4.398 7.640 -4.929 -0.46
Cl 3.151 6.364 -4.907 -0.13
H 3.169 9.068 -3.880 0.32
H 4.605 9.745 -4.653 0.31
H 5.080 7.428 -4.107 0.21
H 4.947 7.554 -5.863 0.34
```

- HOMO energy: -10.6 eV
- HOMO-LUMO gap: 7.3 eV
- 2S+1: 1
- Net charge: +1

3.
Below is a structure of composition C41H91F6MnN13O19S2, with properties calculated with the ωB97M-V functional and the def2-TZVPD basis.

```
173
Properties=species:S:1:pos:R:3:mulliken_charge:R:1
Mn 0.254 2.365 -2.920 1.28
C 3.032 5.690 -2.282 0.51
F 3.344 6.987 -1.930 -0.24
F 2.782 5.593 -3.575 -0.16
F 4.037 4.894 -1.996 -0.19
S 1.458 5.148 -1.247 1.33
O 1.825 4.963 0.146 -0.68
O 0.575 6.269 -1.515 -0.72
O 1.032 3.893 -1.888 -0.90
C -1.285 -0.422 0.245 -0.05
F -1.286 -1.261 1.240 0.03
F -2.075 -0.956 -0.753 0.00
F -1.871 0.706 0.728 0.11
S 0.490 -0.031 -0.366 -0.49
O 1.175 0.568 0.792 0.25
O 1.065 -1.305 -0.793 0.08
O 0.499 0.914 -1.556 -0.23
C 3.432 1.935 -3.631 -0.31
O 2.196 1.948 -3.541 -0.48
N 4.359 1.579 -2.729 0.77
C 5.787 1.574 -3.000 -1.06
C 3.948 1.029 -1.369 -0.49
H 3.971 2.096 -4.577 0.27
H 6.251 0.604 -2.825 0.36
H 6.322 2.148 -2.243 0.34
H 6.216 1.869 -3.957 0.32
H 3.805 -0.043 -1.507 0.13
H 4.639 1.018 -0.526 0.39
H 3.027 1.466 -0.983 -0.24
C -1.105 1.555 3.893 0.51
O -1.694 0.701 4.577 -0.73
N -0.141 2.415 4.380 0.25
C 0.383 3.429 3.569 -0.82
C 0.617 2.147 5.620 -0.82
H -1.311 1.801 2.839 0.09
H 0.152 4.379 4.050 0.35
H 0.138 3.389 2.508 0.01
H 1.472 3.433 3.510 0.31
H 0.465 1.210 6.156 0.09
H 1.681 2.048 5.405 0.21
H 0.585 2.839 6.461 0.36
C -2.430 3.726 -2.228 -0.32
O -1.783 2.665 -2.408 -0.31
N -2.516 4.296 -1.014 0.68
C -1.587 3.808 0.025 -0.91
C -3.452 5.398 -0.703 -0.99
H -3.203 4.171 -2.873 0.25
H -0.597 4.265 0.028 0.05
H -1.562 2.726 -0.102 0.00
H -1.976 3.856 1.043 0.67
H -4.184 5.582 -1.489 0.36
H -4.029 5.019 0.141 0.34
H -2.953 6.352 -0.532 0.27
C -1.204 -4.335 -1.295 0.46
O -2.172 -4.705 -1.941 -0.68
N -0.840 -4.908 -0.120 0.08
C -1.598 -5.990 0.563 -1.03
C 0.138 -4.287 0.807 -0.65
H -0.402 -3.611 -1.505 0.16
H -0.947 -6.770 0.958 0.32
H -2.359 -6.378 -0.114 0.35
H -2.166 -5.600 1.408 0.33
H 0.768 -5.157 0.992 0.46
H 0.763 -3.412 0.622 -0.13
H -0.461 -3.884 1.623 0.29
C -0.306 -2.112 6.219 0.62
O -1.278 -2.903 5.996 -0.73
N 0.866 -2.562 6.708 0.21
C 1.251 -3.942 7.025 -0.71
C 1.825 -1.473 7.030 -0.39
H -0.316 -1.043 5.957 -0.02
H 2.176 -4.188 6.504 0.06
H 0.571 -4.654 6.557 0.33
H 1.531 -4.150 8.057 0.36
H 1.930 -1.522 8.114 0.33
H 2.785 -1.655 6.547 0.32
H 1.490 -0.484 6.721 -0.20
C -6.500 -1.679 -1.806 0.13
O -7.293 -1.273 -0.951 -0.60
N -5.627 -0.933 -2.454 0.37
C -5.767 0.459 -2.553 -0.80
C -4.741 -1.615 -3.411 -0.83
H -6.196 -2.734 -1.891 0.26
H -4.779 0.915 -2.489 0.15
H -6.326 0.743 -1.661 0.26
H -6.161 0.851 -3.491 0.30
H -5.124 -1.514 -4.426 0.41
H -3.696 -1.307 -3.438 0.09
H -4.882 -2.682 -3.236 0.32
C -5.122 1.737 3.249 0.09
O -4.463 2.791 3.400 -0.61
N -5.605 1.261 2.068 0.20
C -5.007 1.734 0.806 -0.50
C -6.466 0.088 1.939 -0.84
H -5.562 1.220 4.116 0.28
H -5.752 1.983 0.051 0.38
H -4.323 1.006 0.368 0.04
H -4.334 2.584 0.917 0.01
H -6.942 0.004 2.916 0.36
H -7.343 0.172 1.296 0.33
H -5.961 -0.823 1.619 0.15
C 3.694 1.191 3.042 0.40
O 3.748 0.304 3.907 -0.67
N 4.803 1.782 2.444 0.31
C 4.684 2.900 1.491 -0.79
C 6.135 1.221 2.824 -1.07
H 2.733 1.549 2.640 0.17
H 5.041 3.836 1.920 0.36
H 3.650 3.065 1.188 0.10
H 5.364 2.794 0.646 0.27
H 6.806 1.184 1.965 0.30
H 6.579 1.985 3.463 0.38
H 5.995 0.326 3.429 0.30
C -5.834 -4.030 3.073 0.08
O -6.760 -4.691 2.702 -0.59
N -4.912 -3.471 2.269 0.37
C -3.885 -2.691 2.991 -0.87
C -4.812 -3.723 0.828 -0.27
H -5.755 -3.646 4.101 0.33
H -3.660 -1.672 2.676 0.11
H -2.960 -3.245 2.827 0.18
H -3.957 -2.568 4.071 0.35
H -3.775 -3.927 0.563 -0.05
H -5.537 -4.393 0.366 0.38
H -5.010 -2.707 0.487 -0.04
C 5.400 -2.769 3.724 0.77
O 6.475 -3.048 4.242 -0.65
N 4.377 -3.643 3.678 0.25
C 3.138 -3.207 3.079 -0.70
C 4.420 -5.000 4.163 -0.98
H 5.111 -1.769 3.366 -0.17
H 2.883 -3.786 2.192 0.39
H 3.212 -2.214 2.635 -0.07
H 2.306 -3.102 3.775 0.18
H 3.910 -5.697 3.498 0.32
H 5.481 -5.244 4.205 0.37
H 3.947 -5.154 5.133 0.22
C -0.677 4.418 -5.279 0.00
O -0.306 3.760 -4.344 -0.44
N 0.105 4.901 -6.266 0.10
C -0.539 5.608 -7.415 -1.03
C 1.540 4.802 -6.345 -0.78
H -1.726 4.669 -5.495 0.35
H -1.565 5.275 -7.572 0.39
H 0.073 5.193 -8.216 0.38
H -0.350 6.682 -7.419 0.31
H 2.080 5.561 -5.779 0.23
H 1.896 3.868 -5.911 0.18
H 1.907 4.878 -7.369 0.38
C -0.786 0.357 -5.233 -0.24
O -0.406 0.984 -4.254 -0.58
N -1.030 -0.931 -5.323 0.56
C -0.843 -1.836 -4.122 -1.34
C -1.487 -1.570 -6.483 -1.17
H -1.052 0.789 -6.210 0.40
H -0.756 -1.355 -3.148 0.15
H -0.163 -2.681 -4.234 0.46
H -1.780 -2.377 -3.993 0.62
H -0.952 -1.211 -7.362 0.38
H -1.393 -2.654 -6.422 0.36
H -2.530 -1.365 -6.724 0.38
C 3.006 -2.648 -3.158 0.54
O 2.744 -3.037 -4.286 -0.72
N 4.049 -3.099 -2.426 0.21
C 4.167 -2.717 -0.997 -0.44
C 5.006 -4.047 -2.913 -1.08
H 2.375 -1.915 -2.632 0.21
H 3.354 -2.017 -0.806 -0.43
H 5.071 -2.193 -0.688 0.33
H 4.149 -3.638 -0.414 0.47
H 4.748 -4.452 -3.891 0.35
H 5.970 -3.538 -2.890 0.32
H 5.025 -4.910 -2.248 0.32
```

- HOMO energy (spin up / spin down): -8.6 / -8.6 eV
- HOMO-LUMO gap (spin up / spin down): 8.4 / 8.4 eV
- 2S+1: 6
- Net charge: 0
- ⟨S²⟩: 8.753

no.,DFT total energy (hartree)
1,-4351.83167
2,-14590.48502
3,-6304.78613